[1]
{"formula": "C48H38CeF6NOP2SSb", "method": "ωB97M-V with the def2-TZVPD basis set", "homo_ev": [-15.647, -15.668], "total_energy_ev": -119089.0809, "total_charge": 3, "gap_ev": [5.57, 5.05], "multiplicity": 2, "elements": ["Ce", "O", "S", "C", "C", "C", "C", "C", "C", "P", "C", "C", "C", "C", "C", "C", "C", "C", "C", "C", "C", "C", "C", "C", "C", "C", "C", "C", "P", "C", "C", "C", "C", "C", "C", "C", "C", "C", "C", "C", "C", "H", "H", "H", "H", "H", "H", "H", "H", "H", "H", "H", "H", "H", "H", "H", "H", "H", "H", "H", "H", "H", "H", "H", "H", "H", "H", "H", "H", "N", "C", "C", "C", "C", "C", "C", "C", "C", "C", "C", "C", "C", "H", "H", "H", "H", "H", "H", "H", "H", "H", "H", "F", "Sb", "F", "F", "F", "F", "F"], "positions_angstrom": [[-0.767, 1.096, -0.744], [-0.745, -1.912, 2.686], [-0.493, -2.044, 1.258], [0.959, -3.129, 1.143], [0.952, -4.508, 1.234], [2.165, -5.159, 1.419], [3.346, -4.435, 1.549], [3.345, -3.049, 1.463], [2.141, -2.394, 1.224], [1.845, -0.603, 1.110], [2.604, 0.251, -0.376], [3.943, 0.071, -1.071], [4.731, 1.279, -1.307], [4.270, 2.520, -1.079], [2.971, 2.712, -0.516], [2.205, 1.661, -0.157], [2.703, 0.162, 2.498], [4.092, 0.325, 2.458], [4.742, 0.814, 3.577], [4.018, 1.163, 4.712], [2.636, 1.035, 4.731], [1.970, 0.531, 3.626], [-1.812, -3.022, 0.536], [-2.652, -3.718, 1.388], [-3.781, -4.323, 0.855], [-4.073, -4.170, -0.492], [-3.225, -3.459, -1.334], [-2.061, -2.890, -0.833], [-0.902, -1.867, -1.854], [-1.912, -1.509, -3.354], [-2.459, -0.233, -3.513], [-3.253, 0.060, -4.612], [-3.501, -0.908, -5.573], [-2.959, -2.178, -5.425], [-2.170, -2.480, -4.325], [0.099, -3.254, -2.604], [-0.155, -4.590, -2.232], [0.378, -5.651, -2.923], [1.242, -5.460, -4.032], [1.606, -4.209, -4.372], [1.190, -3.018, -3.590], [0.022, -5.063, 1.199], [2.184, -6.238, 1.502], [4.276, -4.955, 1.736], [4.262, -2.488, 1.599], [4.574, -0.773, -0.820], [5.764, 1.129, -1.594], [4.905, 3.380, -1.238], [2.660, 3.712, -0.240], [1.430, 1.850, 0.579], [4.660, 0.074, 1.571], [5.818, 0.922, 3.561], [4.538, 1.537, 5.584], [2.072, 1.326, 5.607], [0.891, 0.422, 3.633], [-2.434, -3.748, 2.448], [-4.445, -4.881, 1.502], [-4.991, -4.581, -0.891], [-3.501, -3.326, -2.370], [-2.332, 0.532, -2.752], [-3.684, 1.048, -4.713], [-4.120, -0.677, -6.429], [-3.156, -2.942, -6.166], [-1.777, -3.484, -4.220], [-0.860, -4.786, -1.440], [0.104, -6.662, -2.644], [1.572, -6.316, -4.606], [2.263, -4.037, -5.216], [1.947, -1.916, -5.222], [0.044, 2.336, -2.783], [1.377, 2.672, -3.229], [1.697, 3.978, -3.570], [2.916, 4.267, -4.161], [3.794, 3.236, -4.456], [3.492, 1.942, -4.064], [2.309, 1.653, -3.390], [2.024, 0.220, -3.030], [1.330, -0.391, -4.002], [1.144, -1.793, -4.489], [2.122, -2.934, -2.349], [2.662, -1.891, -1.711], [2.645, -0.426, -1.816], [-0.433, 3.194, -2.499], [-0.473, 1.990, -3.592], [0.974, 4.770, -3.403], [3.154, 5.285, -4.437], [4.717, 3.442, -4.982], [4.188, 1.140, -4.282], [0.997, 0.291, -4.781], [0.213, -1.839, -5.055], [2.432, -3.911, -2.000], [3.343, -2.235, -0.946], [-2.232, -0.351, -0.526], [-2.080, 2.853, 1.396], [-2.357, 2.277, -1.339], [-0.298, 3.093, -0.036], [-1.070, 4.294, 2.101], [-0.541, 0.893, 1.287], [-1.818, 2.062, 3.123]], "atomic_forces_ev_per_a": [[0.7, -1.4, -2.6], [-0.3, 0.4, 0.4], [0.5, -1.5, 0.0], [0.0, 0.4, -0.2], [-0.2, -0.1, 0.0], [0.0, 0.0, 0.0], [0.0, 0.0, 0.0], [0.0, 0.1, 0.0], [-0.6, 0.2, -0.1], [1.8, -0.3, 0.1], [-0.7, -0.5, 0.1], [-0.1, -0.2, -0.2], [0.0, 0.3, -0.1], [0.2, -0.2, -0.2], [-0.3, -0.1, 0.3], [0.2, 0.1, -0.1], [-0.5, 0.0, -0.1], [0.0, 0.1, 0.0], [0.1, 0.0, -0.1], [0.0, 0.0, 0.0], [-0.1, 0.0, 0.0], [0.0, -0.1, 0.0], [0.2, 0.4, -0.3], [0.1, 0.1, 0.2], [0.0, 0.0, 0.0], [-0.1, 0.0, 0.0], [0.1, 0.0, 0.0], [0.1, 0.3, 0.1], [-0.2, -1.1, -0.9], [0.1, 0.1, 0.2], [0.1, -0.2, 0.0], [0.0, 0.2, 0.0], [0.0, 0.0, 0.0], [0.0, -0.1, -0.1], [0.0, 0.1, 0.1], [0.2, -0.3, -0.1], [-0.2, 0.3, 0.1], [0.2, 0.1, -0.2], [-0.1, -0.2, -0.1], [0.0, 0.0, 0.2], [-0.5, 0.1, 0.0], [0.0, 0.0, 0.0], [0.0, 0.0, 0.0], [0.0, 0.0, 0.0], [0.0, 0.0, 0.0], [-0.1, 0.0, 0.1], [0.0, 0.0, 0.0], [0.0, 0.0, 0.0], [-0.1, 0.0, 0.0], [0.1, 0.1, 0.0], [0.0, 0.0, 0.0], [0.0, 0.0, 0.0], [0.0, 0.0, 0.0], [0.0, 0.0, 0.0], [0.0, 0.0, 0.1], [0.0, 0.0, 0.0], [0.0, 0.0, 0.0], [0.0, 0.0, 0.0], [0.0, 0.0, 0.0], [-0.2, -0.1, -0.2], [0.0, 0.0, 0.0], [0.0, 0.0, 0.0], [0.0, 0.0, 0.0], [0.0, 0.0, 0.0], [0.0, -0.1, 0.0], [0.0, 0.0, 0.0], [0.0, 0.0, 0.0], [0.0, 0.0, 0.0], [0.0, 0.0, 0.0], [-0.2, 0.3, 0.1], [0.5, -0.1, -0.1], [-0.2, 0.1, 0.1], [0.0, 0.0, 0.0], [0.1, 0.0, 0.0], [0.0, 0.1, 0.1], [-0.1, 0.0, 0.1], [0.1, 0.1, 0.0], [0.1, -0.1, 0.0], [0.0, 0.0, 0.1], [0.6, 0.0, 0.1], [-0.1, -0.2, -0.2], [0.0, 0.5, 0.0], [0.0, 0.1, -0.2], [-0.1, 0.0, 0.0], [0.0, 0.0, 0.0], [0.0, 0.0, 0.0], [0.0, 0.0, 0.0], [0.0, 0.0, 0.0], [0.0, 0.0, 0.0], [0.0, 0.0, -0.1], [0.0, 0.0, 0.0], [0.0, -0.1, 0.0], [-0.3, 1.0, 0.4], [1.0, 1.6, 3.4], [0.3, -0.4, 0.0], [-0.6, 0.0, 0.5], [-0.8, -0.4, -0.5], [-0.5, 0.6, 0.7], [-0.5, 0.3, -0.9]]}

=====

[2]
{"formula": "C7H11NO", "method": "ωB97M-V with the def2-TZVPD basis set", "de_lowest_kj_mol": 67.4, "homo_ev": -10.033, "total_energy_ev": -10974.5775, "total_charge": 0, "gap_ev": 10.89, "smiles": "O=C=NC1CCCCC1", "elements": ["O", "C", "N", "C", "C", "C", "C", "C", "C", "H", "H", "H", "H", "H", "H", "H", "H", "H", "H", "H"], "positions_angstrom": [[-3.300, 0.216, -0.861], [-2.416, -0.098, -0.147], [-1.503, -0.290, 0.658], [-0.097, -0.474, 0.900], [0.465, 0.902, 1.097], [1.073, 1.456, -0.298], [2.248, 0.431, -0.766], [2.043, -0.967, -0.220], [0.592, -1.311, -0.217], [0.027, -1.061, 1.859], [1.231, 1.027, 1.867], [-0.364, 1.623, 1.415], [1.359, 2.492, -0.275], [0.217, 1.457, -1.011], [3.193, 0.848, -0.471], [2.129, 0.348, -1.876], [2.610, -1.656, -0.869], [2.523, -1.066, 0.802], [0.347, -2.358, -0.075], [0.188, -0.993, -1.180]], "atomic_forces_ev_per_a": [[0.3, -0.6, 0.6], [3.1, 0.2, 1.7], [-3.7, -0.2, -2.1], [-0.1, -1.3, 0.6], [0.5, 3.4, -1.2], [-0.7, -2.4, 0.6], [-2.3, 1.5, -0.7], [1.8, -0.6, 0.8], [-0.9, 0.8, 0.5], [-0.3, 0.6, -0.9], [0.0, -0.5, 0.0], [1.0, -1.1, -0.4], [0.5, 0.3, 0.4], [0.6, -0.3, 0.2], [0.5, 0.1, -0.2], [0.6, 0.3, 0.8], [-0.2, 0.1, 0.3], [-0.7, 0.0, -0.9], [0.1, -0.2, 0.0], [-0.2, -0.1, -0.1]]}

=====

[3]
{"formula": "C4H10N2O", "method": "ωB97M-V with the def2-TZVPD basis set", "de_lowest_kj_mol": 606.5, "homo_ev": [-8.876, -8.468], "total_energy_ev": -9332.7019, "total_charge": 0, "gap_ev": [8.29, 7.48], "elements": ["C", "C", "C", "N", "C", "O", "N", "H", "H", "H", "H", "H", "H", "H", "H", "H", "H"], "positions_angstrom": [[0.147, -1.501, 0.325], [1.335, 0.911, -0.128], [-1.601, 0.385, 0.087], [0.563, 1.628, 0.722], [-0.098, -0.275, -0.586], [0.150, -1.182, 1.683], [-0.319, -0.399, -1.852], [0.690, -0.421, 1.956], [0.081, 2.384, 0.239], [0.530, -0.407, -2.418], [1.102, -1.939, 0.002], [-0.638, -2.237, 0.108], [2.132, 0.369, 0.379], [1.681, 1.306, -1.087], [-2.192, -0.520, -0.001], [-1.983, 1.179, -0.546], [-1.579, 0.720, 1.116]], "atomic_forces_ev_per_a": [[1.9, 0.7, 0.0], [-0.3, 1.6, 1.1], [1.9, -1.1, -0.7], [1.5, -0.6, -0.7], [-4.3, 0.4, 2.2], [-0.3, -0.5, 0.5], [0.8, 1.3, -1.4], [-0.2, -0.2, -0.7], [-0.1, -0.1, -0.2], [0.1, -0.9, 0.0], [0.0, -0.2, 0.1], [0.0, 0.5, 0.3], [-0.3, -0.6, -0.1], [-0.4, -0.1, -0.1], [-0.5, 0.1, -0.1], [0.1, -0.1, -0.3], [0.2, -0.2, 0.1]]}

=====

[4]
{"formula": "C17H28NO2P2ReSe", "method": "ωB97M-V with the def2-TZVPD basis set", "de_lowest_kj_mol": 40.4, "homo_ev": [-17.540, -17.540], "total_energy_ev": -109692.2430, "total_charge": 3, "gap_ev": [5.03, 5.26], "multiplicity": 4, "elements": ["Re", "P", "C", "C", "N", "C", "C", "C", "C", "C", "P", "H", "H", "H", "H", "H", "H", "H", "H", "O", "H", "H", "O", "H", "C", "H", "H", "H", "C", "H", "H", "H", "C", "H", "H", "H", "C", "H", "H", "H", "Se", "C", "C", "C", "C", "C", "C", "H", "H", "H", "H", "H"], "positions_angstrom": [[0.189, 0.389, -0.076], [-2.061, 0.218, -0.303], [-2.180, 1.111, -1.948], [-0.856, 1.471, -2.577], [0.288, 1.129, -1.966], [1.526, 1.406, -2.396], [1.616, 2.154, -3.570], [0.513, 2.574, -4.298], [-0.713, 2.199, -3.764], [2.705, 0.911, -1.587], [2.307, -0.443, -0.388], [-1.600, 2.494, -4.284], [2.586, 2.423, -3.936], [0.597, 3.166, -5.235], [3.517, 0.510, -2.217], [3.175, 1.726, -1.011], [-2.763, 0.465, -2.575], [-2.803, 1.989, -1.760], [-0.733, -3.610, -5.131], [-1.656, -3.599, -5.381], [-2.125, -3.282, -4.598], [-0.683, -4.079, 1.361], [-0.666, -3.127, 1.161], [0.007, -2.734, 0.514], [2.934, -1.950, -1.249], [3.881, -1.765, -1.770], [3.089, -2.748, -0.516], [2.199, -2.299, -1.978], [3.574, -0.304, 0.947], [3.451, -1.165, 1.618], [4.606, -0.303, 0.571], [3.397, 0.609, 1.528], [-2.946, 1.399, 0.762], [-3.822, 1.821, 0.274], [-3.251, 0.869, 1.661], [-2.270, 2.201, 1.052], [-3.277, -1.153, -0.351], [-3.610, -1.339, 0.676], [-4.161, -0.943, -0.969], [-2.806, -2.079, -0.693], [0.544, 1.707, 1.734], [0.113, 0.687, 3.314], [-1.071, 1.068, 3.951], [-1.327, 0.575, 5.225], [-0.396, -0.264, 5.844], [0.815, -0.582, 5.222], [1.073, -0.122, 3.927], [-1.701, 1.816, 3.462], [-2.238, 0.888, 5.727], [-0.605, -0.651, 6.831], [1.586, -1.154, 5.741], [2.031, -0.283, 3.422]], "atomic_forces_ev_per_a": [[0.6, 0.1, 1.4], [-4.5, 0.5, -0.8], [0.5, 0.0, 0.4], [0.3, 1.2, -1.6], [-0.4, -1.4, 1.2], [0.2, 0.9, -1.7], [1.2, -0.1, 0.1], [-0.2, -0.3, 0.6], [-1.1, -0.1, 0.1], [0.4, 0.5, 0.0], [4.4, -1.5, -1.0], [-0.5, 0.1, -0.2], [0.5, 0.0, 0.0], [-0.1, -0.5, 0.8], [-0.4, 0.2, 0.0], [-0.3, -0.1, -0.2], [-0.2, -0.4, -0.7], [0.2, 0.1, -0.1], [0.3, -0.2, 0.0], [-0.3, 0.3, 0.3], [0.0, -0.2, -0.2], [0.8, 0.4, -0.8], [0.5, 2.0, -0.9], [-1.3, -2.4, 1.5], [-1.0, -0.4, 0.0], [-0.2, 0.3, 0.3], [-0.1, 0.1, -0.1], [0.1, 0.0, 0.0], [-0.6, 0.3, 0.4], [0.0, 0.1, -0.2], [-0.4, -0.1, -0.3], [0.1, -0.2, -0.1], [0.4, 0.2, 0.5], [-0.1, -0.2, -0.1], [-0.1, 0.0, 0.1], [-0.2, 0.2, -0.1], [0.7, -0.8, 0.1], [0.1, 0.1, -0.1], [0.4, 0.4, 0.0], [-0.1, 0.1, -0.1], [0.0, 0.3, 1.1], [-0.2, 0.1, 0.8], [0.3, 0.4, -0.2], [0.0, 0.0, -0.3], [0.1, 0.0, -0.2], [0.0, 0.1, -0.3], [0.2, 0.3, -0.3], [-0.1, -0.3, 0.4], [0.2, -0.2, 0.0], [0.0, 0.1, 0.1], [-0.4, 0.1, -0.1], [-0.3, -0.2, 0.4]]}